1.
C42H30BrClIrN4O4PS2 | the ωB97M-V functional and the def2-TZVPD basis

HOMO level = -6.815 eV
Gap between HOMO and LUMO = 5.776 eV

```
86
Properties=species:S:1:pos:R:3:forces:R:3
Ir 0.12083 0.01092 0.45995 -0.3 0.0 0.2
Br 0.73057 1.85319 1.94711 0.1 0.3 0.2
C -0.10567 3.23438 0.92899 0.0 0.0 0.0
C -0.11293 4.50983 1.39686 0.0 0.0 0.0
C -0.76836 5.48849 0.62018 0.0 0.0 0.0
C -1.36259 5.14051 -0.55915 0.0 0.0 0.0
C -1.33926 3.80855 -1.04141 0.0 0.0 0.0
C -1.94389 3.44965 -2.26792 0.0 0.0 0.0
C -1.89481 2.15669 -2.69563 0.0 0.0 0.0
C -1.26123 1.15793 -1.92192 0.0 0.1 0.0
C -0.66010 1.44394 -0.72472 -0.1 -0.1 -0.1
C -0.69240 2.80252 -0.27619 0.1 0.0 0.0
H 0.36493 4.76863 2.33197 0.0 0.0 0.0
H -0.79008 6.51214 0.96774 0.0 0.0 0.0
H -1.86394 5.89100 -1.15782 0.0 0.0 0.0
H -2.43336 4.21714 -2.85416 0.0 0.0 0.0
H -2.34147 1.87614 -3.64089 0.0 0.0 0.0
H -1.22188 0.15253 -2.31105 0.0 0.0 0.0
Cl 0.82162 -1.54796 2.65470 -0.1 0.0 -0.2
C -0.60286 -1.32209 3.65565 0.0 0.0 0.0
C -0.48922 -1.73160 4.97422 0.0 0.0 0.0
C -1.57360 -1.58156 5.82169 0.0 0.0 0.0
C -2.75619 -1.02733 5.35143 0.0 0.0 0.0
C -2.85037 -0.62456 4.03123 0.0 0.0 0.0
C -1.77310 -0.76285 3.15239 0.0 0.0 0.0
P -1.94896 -0.26485 1.40658 0.0 0.0 0.0
C -3.01972 1.20802 1.49302 0.1 0.0 0.1
C -2.69499 2.20989 2.41111 0.0 -0.1 0.0
C -3.39785 3.40159 2.43018 0.0 0.0 0.0
C -4.43526 3.60956 1.53169 0.0 0.0 0.0
C -4.77472 2.61589 0.62865 0.0 0.0 0.0
C -4.07327 1.41785 0.60777 0.1 0.0 0.0
C -2.96127 -1.56841 0.64963 0.0 0.1 0.0
C -3.44971 -2.65024 1.37397 0.0 0.0 0.0
C -4.24488 -3.60402 0.74947 0.0 0.0 0.0
C -4.56435 -3.47587 -0.59280 0.0 0.0 0.0
C -4.07113 -2.40240 -1.32349 0.0 0.0 0.0
C -3.26422 -1.46176 -0.70925 0.0 0.0 0.0
H 0.43955 -2.15868 5.32586 0.0 0.0 0.0
H -1.48950 -1.89777 6.85253 0.0 0.0 0.0
H -3.60320 -0.90791 6.01294 0.0 0.0 0.0
H -3.77230 -0.19046 3.66565 0.0 0.0 0.0
H -1.89426 2.05288 3.12448 0.0 0.0 0.0
H -3.13390 4.17006 3.14489 0.0 0.0 0.0
H -4.98206 4.54325 1.54282 0.0 0.0 0.0
H -5.59030 2.76807 -0.06577 0.0 0.0 0.0
H -4.35394 0.65353 -0.10164 0.0 0.0 0.0
H -3.21718 -2.76022 2.42519 0.0 0.0 0.0
H -4.61803 -4.44413 1.32010 0.0 0.0 0.0
H -5.18702 -4.21788 -1.07507 0.0 0.0 0.0
H -4.29601 -2.30993 -2.37788 0.0 0.0 0.0
H -2.86238 -0.63971 -1.28810 0.0 0.0 0.0
O -0.00111 -1.82121 -0.36884 0.5 -0.2 -0.2
N -0.32243 -2.48812 -1.50583 -0.3 0.1 0.0
C -0.98235 -3.64934 -1.21816 0.0 0.0 -0.1
C -1.34011 -4.53183 -2.17872 0.0 0.0 -0.1
C -1.03251 -4.20512 -3.51956 0.0 0.0 0.1
C -0.36103 -3.05691 -3.78831 0.0 0.1 0.0
C 0.09139 -2.14459 -2.77382 0.1 0.0 -0.1
S 1.04934 -0.82583 -3.16627 -0.1 -0.2 0.2
H -1.18203 -3.78160 -0.16599 0.0 0.0 0.0
H -1.84868 -5.44368 -1.90545 0.0 0.0 0.0
H -1.31489 -4.86956 -4.32528 0.0 0.0 0.0
H -0.08298 -2.78782 -4.79649 0.0 0.0 0.0
O 8.04622 -3.10674 -0.10611 0.0 0.0 0.0
S 9.05507 -2.30053 -0.76278 0.0 0.0 0.0
O 9.96343 -1.60638 0.12937 0.0 0.0 0.0
O 9.66103 -2.90239 -1.93143 0.0 0.0 0.0
C 8.10530 -0.91388 -1.46897 0.0 0.1 0.0
N 8.75851 -0.03130 -2.23433 0.1 0.0 0.0
C 8.05770 0.97848 -2.71475 0.0 0.0 0.0
C 6.70198 1.15800 -2.45165 0.1 -0.1 0.0
C 6.12513 0.19164 -1.64920 -0.2 0.0 0.0
N 6.81776 -0.83621 -1.17029 0.0 0.0 0.0
C 4.69483 0.20272 -1.22948 0.1 0.0 0.0
C 3.85716 1.30496 -1.37402 0.0 0.0 0.0
C 2.56772 1.24438 -0.89531 0.0 0.0 0.0
N 2.07405 0.14859 -0.30804 0.1 0.0 0.0
C 2.86470 -0.93009 -0.20095 0.0 0.0 0.0
C 4.17056 -0.93818 -0.62822 0.0 0.0 0.0
H 8.59308 1.68498 -3.34160 0.0 0.0 0.0
H 6.15701 1.99313 -2.86714 0.0 0.0 0.0
H 4.20079 2.22039 -1.83385 0.0 0.0 0.0
H 1.89802 2.08845 -0.99212 0.0 0.0 0.0
H 2.41455 -1.81074 0.23661 0.0 0.0 0.0
H 4.80296 -1.80625 -0.49879 0.0 0.0 0.0
```
Forces are in eV/Å.

***

2.
C42H30CoN4O6PS | the ωB97M-V functional and the def2-TZVPD basis

HOMO level (spin up / spin down) = -6.680 / -6.673 eV
Gap between HOMO and LUMO (spin up / spin down) = 5.823 / 5.773 eV

```
85
Properties=species:S:1:pos:R:3:forces:R:3
Co 0.56118 1.01150 -1.19029 0.2 0.3 1.0
C -2.76288 -7.17170 0.65237 0.0 0.0 0.1
O -2.10936 -7.34164 1.89649 -0.1 0.0 -0.1
C -0.94048 -6.67574 2.08897 0.0 0.1 -0.2
C -0.32843 -6.85243 3.31903 0.2 -0.1 0.3
C 0.85316 -6.19960 3.61816 0.1 0.2 0.2
C 1.43992 -5.31875 2.70950 -0.9 0.9 0.5
C 0.84628 -5.19035 1.45150 0.1 -0.2 -0.1
C -0.33198 -5.85880 1.13821 0.3 0.1 -0.1
N 2.61385 -4.61525 3.12797 0.8 -1.4 -1.7
N 3.03646 -3.59578 2.53117 0.0 1.0 2.0
C 2.18377 -2.56433 2.11096 -0.6 -0.3 -1.0
C 0.89161 -2.37619 2.58683 0.2 0.1 0.1
C 0.03183 -1.41931 2.05721 0.0 0.0 0.2
C 0.43194 -0.60647 0.99659 0.0 -0.1 0.0
O -0.32092 0.25580 0.41314 -0.2 0.2 -0.3
C 1.76915 -0.76964 0.52058 0.2 0.0 0.1
N 2.11150 0.00691 -0.55515 -0.3 0.4 0.2
C 3.32223 -0.09408 -1.05103 0.1 0.1 -0.2
C 4.28311 -0.97385 -0.52157 0.0 0.0 -0.1
C 3.95431 -1.77766 0.53049 0.0 -0.1 0.0
C 2.65912 -1.69102 1.09234 0.1 -0.4 -0.1
H -3.68395 -7.74327 0.71338 0.0 0.0 0.0
H -2.15919 -7.55252 -0.17418 0.0 0.0 0.0
H -3.00528 -6.12149 0.46782 0.0 0.0 0.0
H -0.79946 -7.51110 4.03977 0.1 0.0 0.0
H 1.32165 -6.32609 4.58805 0.0 0.0 -0.1
H 1.32487 -4.57871 0.69782 -0.1 0.1 0.0
H -0.75420 -5.73891 0.14822 0.0 0.0 0.1
H 0.55920 -3.00862 3.40001 -0.1 0.0 0.0
H -0.97731 -1.29982 2.43455 0.1 0.0 0.1
H 3.55801 0.52749 -1.90475 0.0 0.0 0.0
H 5.26396 -1.01902 -0.97495 0.0 0.0 0.0
H 4.65843 -2.49185 0.94033 0.0 0.1 0.0
O 1.41450 0.69224 -3.59341 0.3 0.4 0.0
C 1.46984 1.54628 -2.73195 -0.5 -0.6 -0.4
C 2.24665 2.81996 -2.82932 0.2 -0.2 -0.2
C 3.09571 3.13698 -3.88562 0.0 0.0 0.0
C 3.81552 4.31951 -3.83144 0.0 0.0 -0.1
C 3.68089 5.17580 -2.73868 -0.1 0.0 0.0
C 2.81725 4.86312 -1.69649 0.0 0.1 0.0
C 2.09930 3.67637 -1.75218 0.2 -0.2 0.3
P 0.84954 3.08737 -0.56045 0.2 0.5 -0.9
C -0.60510 3.84347 -1.05502 -0.5 -0.1 0.2
C -1.72562 3.83708 -0.12646 0.3 0.0 -0.2
C -2.98783 3.68481 -0.54308 -0.2 -0.2 -0.2
C -3.26594 3.25697 -1.95727 0.3 0.0 0.2
C -2.17347 3.65184 -2.90429 -0.3 -0.1 -0.1
C -0.92527 3.85711 -2.46068 0.0 0.1 0.1
C 1.29450 3.70199 1.06862 0.2 -0.6 0.3
C 0.92308 4.97678 1.48745 0.1 0.1 0.1
C 1.23758 5.39425 2.77452 0.1 0.0 -0.1
C 1.92511 4.54824 3.63734 0.0 0.0 0.0
C 2.31236 3.28262 3.21560 0.0 0.0 -0.1
C 1.99522 2.85767 1.93205 -0.1 0.1 0.1
H 3.18625 2.45550 -4.72396 0.0 0.0 0.0
H 4.48388 4.58393 -4.64391 0.0 0.0 0.1
H 4.25170 6.09652 -2.70499 0.0 0.0 0.0
H 2.70643 5.53296 -0.85057 0.0 0.0 0.0
H -1.52665 3.98726 0.93144 0.0 0.0 -0.1
H -3.82601 3.70696 0.14491 0.1 0.1 -0.1
H -4.23687 3.60707 -2.30671 0.0 -0.1 0.0
H -2.40177 3.65708 -3.96507 0.0 0.1 0.1
H -0.12972 4.03361 -3.17908 -0.1 0.0 0.0
H 0.38705 5.62903 0.80849 0.0 0.0 0.0
H 0.94645 6.38456 3.10379 0.0 0.0 0.0
H 2.15284 4.87455 4.64560 0.0 0.0 -0.1
H 2.85831 2.62804 3.88457 -0.1 0.0 0.0
H 2.27732 1.86472 1.59597 0.0 0.0 0.1
O -5.67629 1.04266 -2.91357 0.0 -0.1 0.1
S -4.98295 1.09249 -1.66357 -0.2 0.2 -0.2
O -5.59372 1.78513 -0.57243 0.1 0.0 0.1
N -3.43895 1.71328 -1.93613 -0.1 0.3 0.0
C -2.45372 0.79991 -1.81165 -0.2 -0.2 0.0
O -1.27085 0.99095 -2.05247 0.4 0.1 0.1
C -3.01125 -0.50811 -1.36400 0.1 0.0 -0.1
C -2.28996 -1.64472 -1.06494 0.2 -0.2 0.1
C -2.96698 -2.73695 -0.53739 0.0 0.0 0.0
C -4.34660 -2.69427 -0.34085 0.1 0.0 0.0
C -5.07752 -1.56415 -0.68434 -0.2 0.1 -0.1
C -4.37598 -0.48821 -1.19100 -0.1 0.1 0.1
H -1.21877 -1.66180 -1.22112 0.0 0.0 0.1
H -2.41163 -3.62694 -0.26380 0.0 0.0 0.0
H -4.85802 -3.55133 0.08125 0.0 0.0 0.0
H -6.15190 -1.51788 -0.55324 0.1 0.0 0.0
```
Forces are in eV/Å.

***

Electronic energy (eV)
-174552.949; -120033.718